Record 1
Formula: C24H10Cl2F5MoN4O2S
Source: OMol25
Level of theory: ωB97M-V/def2-TZVPD

The HOMO energy (spin up / spin down) is -10.92 / -10.93 eV. The value obtained for the HOMO-LUMO gap (spin up / spin down) is 0.2234 / 0.2191 hartree.

```
! RIJCOSX wB97M-V def2-TZVPD def2/J DEFGRID3
* xyz 1 1
Mo 0.187 -0.247 1.104
Cl -3.424 -5.975 0.148
C -2.999 -4.311 0.259
C -1.653 -3.972 0.264
C -1.307 -2.637 0.365
N -0.003 -2.074 0.397
C 1.093 -2.748 -0.118
O 1.166 -3.918 -0.382
C 2.233 -1.807 -0.378
C 3.402 -2.231 -0.965
C 4.385 -1.285 -1.226
C 4.152 0.039 -0.893
C 2.948 0.382 -0.306
N 2.003 -0.527 -0.044
C -2.290 -1.645 0.449
C -3.631 -1.983 0.442
C -3.980 -3.324 0.347
Cl -5.652 -3.734 0.341
N -1.712 -0.352 0.535
C -2.435 0.795 0.285
O -3.613 0.869 0.045
C -1.574 2.025 0.318
C -2.105 3.276 0.094
C -1.259 4.373 0.159
C 0.081 4.173 0.453
C 0.538 2.883 0.649
N -0.274 1.822 0.578
H -0.904 -4.744 0.198
H 3.512 -3.278 -1.207
H 5.317 -1.576 -1.690
H 4.889 0.805 -1.085
H 2.732 1.402 -0.028
H -4.402 -1.233 0.498
H -3.161 3.359 -0.120
H -1.640 5.371 -0.009
H 0.770 5.001 0.529
H 1.572 2.694 0.898
F -1.820 1.119 7.645
C -1.073 0.788 6.608
C 0.241 0.389 6.799
F 0.739 0.342 8.023
C 1.029 0.042 5.712
F 2.283 -0.338 5.915
C 0.513 0.091 4.426
S 1.476 -0.347 3.021
C -0.797 0.495 4.271
F -1.286 0.541 3.007
C -1.608 0.845 5.327
F -2.860 1.231 5.132
*
```

Record 2
Formula: C24H10Cl7HfN4O2SbSe4
Source: OMol25
Level of theory: ωB97M-V/def2-TZVPD

The HOMO energy is -1.55 eV. The value obtained for the HOMO-LUMO gap is 0.1946 hartree.

```
! RIJCOSX wB97M-V def2-TZVPD def2/J DEFGRID3
* xyz -2 1
Hf 0.466 -0.368 0.591
Cl -2.939 -4.754 4.243
C -2.602 -3.467 3.123
C -1.531 -2.624 3.383
C -1.249 -1.594 2.500
N -0.186 -0.686 2.607
C -0.009 0.133 3.661
O -0.520 0.060 4.772
C 0.873 1.307 3.297
C 1.747 1.849 4.219
C 2.616 2.836 3.796
C 2.504 3.326 2.504
C 1.522 2.797 1.690
N 0.739 1.773 2.043
C -2.054 -1.384 1.356
C -3.128 -2.229 1.118
C -3.391 -3.271 1.995
Cl -4.743 -4.314 1.659
N -1.633 -0.321 0.534
C -2.474 0.589 0.020
O -3.681 0.684 0.183
C -1.742 1.596 -0.841
C -2.478 2.517 -1.560
C -1.812 3.379 -2.413
C -0.437 3.277 -2.520
C 0.223 2.323 -1.763
N -0.405 1.504 -0.919
H -0.930 -2.748 4.271
H 1.770 1.431 5.216
H 3.389 3.208 4.458
H 3.192 4.052 2.093
H 1.379 3.184 0.690
H -3.768 -2.061 0.264
H -3.551 2.511 -1.439
H -2.362 4.108 -2.995
H 0.138 3.919 -3.172
H 1.295 2.210 -1.843
Cl -1.972 -0.827 -2.465
C -0.571 -1.874 -2.502
C 0.346 -1.908 -1.441
C 1.329 -2.898 -1.656
Cl 2.422 -3.336 -0.383
C 1.491 -3.649 -2.826
Cl 2.810 -4.747 -3.029
C 0.559 -3.532 -3.846
Cl 0.702 -4.474 -5.289
C -0.507 -2.668 -3.661
Cl -1.732 -2.606 -4.890
Se 5.022 3.756 -0.236
Sb 4.172 1.888 -1.577
Se 2.602 -0.791 1.709
Se 2.527 0.460 -0.284
Se 6.147 0.682 -2.308
*
```

Record 3
Formula: C24H12CrF4N7O4
Source: OMol25
Level of theory: ωB97M-V/def2-TZVPD

The HOMO energy (spin up / spin down) is -11.81 / -12.08 eV. The value obtained for the HOMO-LUMO gap (spin up / spin down) is 0.2606 / 0.2127 hartree. The expectation value of S² is 6.0584.

```
! RIJCOSX wB97M-V def2-TZVPD def2/J DEFGRID3
* xyz 1 5
Cr -0.047 0.081 0.849
O -0.471 0.006 -3.513
C -0.100 -1.428 -1.635
O 0.043 -0.270 -1.026
C 0.398 -2.821 0.146
C 0.769 -4.113 0.536
C 0.912 -4.413 1.870
C 0.660 -3.436 2.839
C 0.307 -2.189 2.408
N 0.212 -1.876 1.092
C -0.036 -1.049 3.339
O 0.105 -1.124 4.525
O -0.449 0.037 2.685
H 0.209 0.446 -2.980
H 0.903 -4.852 -0.240
H 1.191 -5.414 2.170
H 0.718 -3.630 3.900
F -4.112 1.035 0.011
C -3.783 0.919 -1.276
C -3.724 -0.319 -1.839
F -3.986 -1.374 -1.076
C -3.092 -0.494 -3.093
C -2.964 0.637 -3.892
C -3.076 1.909 -3.336
F -2.671 2.946 -4.046
C -3.313 2.057 -1.962
C -2.659 3.087 -1.190
C -1.818 2.529 -0.186
N -1.101 1.909 0.470
C -2.501 4.433 -1.560
N -2.363 5.539 -1.860
F -2.509 0.535 -5.130
C -2.099 -1.604 -3.086
C -0.828 -1.127 -2.913
N 0.133 -2.601 -1.194
C -2.448 -2.915 -2.642
N -2.739 -3.982 -2.332
C 3.447 2.873 3.753
C 3.058 2.061 2.569
C 3.772 1.683 1.441
C 2.916 0.896 0.676
N 1.730 0.805 1.300
N 1.844 1.520 2.448
C 3.196 0.224 -0.624
H 3.755 3.871 3.442
H 4.287 2.408 4.269
H 2.622 2.969 4.456
H 4.793 1.933 1.211
H 1.071 1.512 3.102
H 4.229 -0.119 -0.645
H 3.062 0.919 -1.454
H 2.545 -0.633 -0.780
*
```

Record 4
Formula: C24H13CeN7O2S
Source: OMol25
Level of theory: ωB97M-V/def2-TZVPD

The HOMO energy (spin up / spin down) is -20.37 / -20.37 eV. The value obtained for the HOMO-LUMO gap (spin up / spin down) is 0.1480 / 0.1478 hartree.

```
! RIJCOSX wB97M-V def2-TZVPD def2/J DEFGRID3
* xyz 4 1
Ce 8.617 -16.079 -4.986
S 1.466 -13.442 -5.934
N 2.691 -12.889 -4.958
C 3.719 -13.678 -5.214
C 5.047 -13.436 -4.711
C 5.331 -12.363 -3.812
C 6.636 -12.209 -3.388
C 7.605 -13.142 -3.649
N 7.382 -14.195 -4.435
C 6.071 -14.315 -5.038
C 5.837 -15.381 -6.045
N 6.923 -16.199 -6.473
C 6.795 -17.029 -7.449
C 5.548 -17.282 -8.103
C 4.485 -16.549 -7.685
C 4.588 -15.507 -6.705
C 3.495 -14.632 -6.292
N 2.286 -14.581 -6.757
H 4.617 -11.599 -3.614
H 6.879 -11.337 -2.817
H 8.638 -13.082 -3.263
H 7.619 -17.663 -7.702
H 5.656 -18.050 -8.811
H 3.542 -16.749 -8.253
O 14.570 -14.562 -8.958
N 14.860 -14.509 -7.780
O 15.922 -14.257 -7.233
C 13.779 -14.882 -6.889
C 14.143 -15.423 -5.680
C 13.131 -15.836 -4.745
C 13.490 -16.230 -3.434
C 12.531 -16.606 -2.581
C 11.170 -16.459 -2.893
N 10.796 -16.001 -4.075
C 11.775 -15.699 -5.018
C 11.410 -15.194 -6.351
N 10.086 -15.090 -6.588
C 9.661 -14.590 -7.693
C 10.507 -14.075 -8.622
C 11.892 -14.189 -8.432
C 12.413 -14.772 -7.247
H 15.190 -15.511 -5.322
H 14.505 -16.279 -3.093
H 12.785 -16.936 -1.570
H 10.368 -16.869 -2.239
H 8.587 -14.636 -7.948
H 10.130 -13.660 -9.534
H 12.508 -13.785 -9.216
*
```

Record 5
Formula: C24H14Br3Cl65FN4O2P2
Source: OMol25
Level of theory: ωB97M-V/def2-TZVPD

The HOMO energy is -12.24 eV. The value obtained for the HOMO-LUMO gap is 0.3073 hartree.

```
! RIJCOSX wB97M-V def2-TZVPD def2/J DEFGRID3
* xyz 1 1
C 2.836 0.227 0.047
C 2.784 -1.156 -0.606
Cl 4.473 -1.792 -0.727
C 2.164 -1.213 -2.019
N 1.633 0.021 -2.552
F 2.310 0.463 -3.655
C 0.648 0.853 -2.202
N 0.464 2.021 -2.837
C -0.538 2.612 -2.192
P -0.997 4.252 -2.931
O -1.763 4.001 -4.167
N -1.002 1.863 -1.191
C -2.066 2.247 -0.270
Br -1.504 3.822 0.726
C -3.492 2.313 -0.915
C -3.657 1.591 -2.273
Br -4.194 4.126 -1.107
N -0.260 0.663 -1.187
P -0.591 -0.659 0.076
O -0.113 -2.023 -0.609
Br -2.789 -0.987 -0.088
H 3.753 0.343 0.623
H 2.832 1.042 -0.683
H 2.001 0.394 0.734
H 2.301 -1.859 0.069
H 1.433 -2.015 -2.148
H 2.969 -1.493 -2.701
H -1.620 5.046 -1.962
H 0.286 4.787 -3.127
H -2.084 1.530 0.546
H -4.169 1.865 -0.190
H -4.333 0.744 -2.148
H -2.730 1.198 -2.689
H -4.107 2.257 -3.006
H -0.746 -2.437 -1.220
C 1.983 -10.982 0.056
Cl 3.040 -10.120 1.190
Cl 0.750 -9.864 -0.546
Cl 2.933 -11.587 -1.293
Cl 1.222 -12.332 0.901
C -0.266 -2.230 -5.999
Cl -1.438 -3.162 -6.937
Cl 0.652 -3.316 -4.923
Cl 0.876 -1.441 -7.080
Cl -1.110 -0.999 -5.058
C -4.704 -4.221 -4.071
Cl -5.044 -4.939 -5.649
Cl -5.053 -5.402 -2.801
Cl -3.001 -3.772 -3.993
Cl -5.725 -2.796 -3.839
C -0.578 -8.026 -4.713
Cl -0.220 -6.304 -4.900
Cl -2.291 -8.299 -5.058
Cl 0.410 -8.962 -5.835
Cl -0.225 -8.562 -3.064
C -2.761 -12.904 -1.839
Cl -1.184 -12.929 -1.040
Cl -2.764 -11.657 -3.090
Cl -3.082 -14.477 -2.571
Cl -4.012 -12.540 -0.644
C -6.978 -1.140 1.341
Cl -6.133 -1.605 -0.158
Cl -5.809 -0.977 2.659
Cl -7.734 0.416 1.019
Cl -8.169 -2.362 1.748
C 0.475 1.602 4.336
Cl 1.727 0.598 5.054
Cl 1.064 3.243 4.135
Cl 0.063 0.947 2.725
Cl -0.974 1.586 5.340
C 5.264 4.934 4.734
Cl 5.009 3.822 6.080
Cl 3.927 6.094 4.653
Cl 6.767 5.818 4.949
Cl 5.340 4.025 3.208
C 3.582 5.699 9.861
Cl 3.164 5.688 8.143
Cl 4.337 4.162 10.292
Cl 4.717 7.018 10.162
Cl 2.133 5.931 10.841
C 2.454 8.187 1.111
Cl 1.965 7.284 -0.341
Cl 4.026 7.615 1.649
Cl 2.533 9.901 0.723
Cl 1.260 7.910 2.387
C 7.481 9.418 6.630
Cl 6.495 8.901 8.000
Cl 8.251 10.959 7.001
Cl 8.726 8.202 6.315
Cl 6.462 9.592 5.194
C 8.152 8.453 1.390
Cl 8.923 8.114 -0.161
Cl 9.376 8.897 2.576
Cl 6.999 9.779 1.201
Cl 7.289 7.009 1.947
C -9.279 2.024 -2.406
Cl -8.788 0.326 -2.173
Cl -11.037 2.104 -2.440
Cl -8.670 2.979 -1.038
Cl -8.615 2.704 -3.888
C -1.256 6.353 7.056
Cl -0.022 6.694 8.267
Cl -1.067 4.685 6.490
Cl -2.859 6.548 7.761
Cl -1.080 7.469 5.689
C 7.370 -12.450 -1.182
Cl 7.677 -13.900 -0.226
Cl 8.862 -11.522 -1.349
Cl 6.779 -12.911 -2.783
Cl 6.144 -11.462 -0.376
C -8.976 -1.633 -6.565
Cl -9.042 -0.806 -5.003
Cl -8.871 -0.436 -7.861
Cl -7.551 -2.674 -6.561
Cl -10.420 -2.626 -6.782
*
```

Record 6
Formula: C24H14Co2N2O8
Source: OMol25
Level of theory: ωB97M-V/def2-TZVPD

The HOMO energy is -1.18 eV. The value obtained for the HOMO-LUMO gap is 0.2187 hartree.

```
! RIJCOSX wB97M-V def2-TZVPD def2/J DEFGRID3
* xyz -2 1
O 0.982 4.413 -1.090
C 1.623 3.589 -1.591
Co 2.480 2.223 -2.249
C 1.378 1.977 -3.588
O 0.586 1.830 -4.418
C 3.920 2.986 -2.903
O 4.850 3.514 -3.341
C 2.296 0.963 -0.673
C 1.117 0.224 -0.704
C -0.166 0.414 -0.312
C -1.270 0.163 -1.207
C -2.415 1.013 -1.169
C -3.523 0.729 -1.956
C -3.519 -0.373 -2.825
C -2.354 -1.136 -2.958
C -1.224 -0.867 -2.180
Co 2.416 -0.411 -1.804
C 4.111 -0.205 -2.305
O 5.230 -0.124 -2.580
C 1.827 -0.861 -3.479
O 1.732 -1.298 -4.545
C 2.655 -2.066 -1.171
O 2.920 -3.150 -0.850
H 2.858 1.146 0.246
H -0.382 1.018 0.575
H -2.383 1.893 -0.512
H -4.406 1.362 -1.877
H -4.417 -0.622 -3.392
H -2.329 -1.966 -3.664
H -0.303 -1.453 -2.307
C 0.236 -3.390 1.741
C 0.628 -2.014 2.146
C 1.956 -1.616 1.977
N 3.087 -1.325 1.827
C -0.255 -1.099 2.779
C -1.677 -1.303 2.833
C -2.518 -0.378 3.418
C -1.979 0.781 4.007
N -2.859 1.759 4.549
O -2.375 2.794 5.062
O -4.093 1.545 4.487
C -0.591 1.001 4.015
C 0.245 0.096 3.390
H -0.848 -3.521 1.673
H 0.695 -3.604 0.767
H 0.658 -4.121 2.450
H -2.110 -2.199 2.386
H -3.597 -0.515 3.437
H -0.208 1.893 4.502
H 1.317 0.292 3.384
*
```

For each record above, in turn, the calculated E values are -86424.2552 -391999.5445 -82986.4727 -63342.6921 -1080537.3191 -119724.8484 eV.